No. 1
DFT (ωB97M-V/def2-TZVPD) results for C5H10CoO3 as an isolated structure in a non-equilibrium geometry.

Geometry as XYZ:
```
19
Properties=species:S:1:pos:R:3:lowdin_spin:R:1
Co 0.3799 1.5839 -0.1072 2.68
O -1.3411 0.5062 -0.1927 0.04
O 2.2707 1.5361 -0.9756 0.21
O 1.0021 -0.3955 0.0161 0.20
C 2.3258 -0.4039 0.3011 0.46
C -1.2725 -0.8265 0.3129 0.00
C 0.0394 -1.4349 -0.1247 0.01
C 2.9773 0.5517 -0.5733 0.17
C -2.6477 1.0770 -0.1286 0.00
H -1.3530 -0.7990 1.4097 0.00
H 0.3129 -2.2919 0.5019 0.00
H -2.5667 2.1101 -0.4812 0.00
H 0.0300 -1.6728 -1.1962 0.00
H -2.1023 -1.4279 -0.0831 0.00
H 4.0735 0.5895 -0.5956 0.01
H -3.3280 0.5164 -0.7829 0.00
H -3.0236 1.0432 0.9037 0.00
H 2.7163 -1.4278 0.3484 0.02
H 1.5071 1.1660 1.4475 0.18
```

Summary:
- DFT total energy (a.u.) = -1804.54918
- 2S+1 = 5
- lowest unoccupied orbital energy (spin up / spin down) (eV) = -3.81 / -5.81
- HOMO (spin up / spin down) (hartree) = -0.448 / -0.465
- net charge = +1
- gap between HOMO and LUMO (spin up / spin down) (eV) = 8.37 / 6.85
- energy above the lowest of the compared OMol25 structures with the same formula, charge and spin (kcal/mol) = 34.0

---

No. 2
DFT (ωB97M-V/def2-TZVPD) results for C5H10CoO3 as an isolated structure in a non-equilibrium geometry.

Geometry as XYZ:
```
19
Properties=species:S:1:pos:R:3:lowdin_spin:R:1
Co 3.5226 0.8405 -1.7947 3.61
O 2.3190 -0.1622 -0.3782 0.22
O -4.2039 -0.3205 0.9794 0.52
O -1.0398 1.2801 0.6626 0.13
C 0.0423 0.4085 0.7226 0.03
C 2.2045 -1.5640 -0.5541 0.03
C 1.2012 0.6335 -0.7474 0.12
C -3.1273 0.1690 1.2186 0.11
C -2.2366 0.7602 0.1444 0.09
H -2.0618 -0.0018 -0.6343 0.01
H -2.7255 0.2209 2.2573 0.06
H 1.2629 -1.8903 -1.0183 0.00
H 3.0351 -1.9107 -1.1904 0.02
H -0.2546 -0.6487 0.7699 0.00
H 2.2434 -1.9997 0.4514 0.00
H -2.7861 1.5891 -0.3280 0.01
H 0.6845 0.6827 1.5669 0.00
H 1.3465 1.7101 -0.5814 0.03
H 0.5734 0.2033 -1.5465 0.01
```

Summary:
- DFT total energy (a.u.) = -1804.05845
- 2S+1 = 6
- lowest unoccupied orbital energy (spin up / spin down) (eV) = -8.56 / -12.64
- HOMO (spin up / spin down) (hartree) = -0.581 / -0.646
- net charge = +2
- gap between HOMO and LUMO (spin up / spin down) (eV) = 7.24 / 4.95
- energy above the lowest of the compared OMol25 structures with the same formula, charge and spin (kcal/mol) = 46.7

---

No. 3
DFT (ωB97M-V/def2-TZVPD) results for C5H10F6N2O6PS3 as an isolated structure.

Geometry as XYZ:
```
33
Properties=species:S:1:pos:R:3:lowdin_charge:R:1
S -1.1946 0.3815 2.1090 0.57
S 2.3543 1.1617 -4.5702 0.76
S -0.7214 0.4389 4.8313 0.57
P 2.8863 -1.0596 -1.7860 0.73
F -2.6837 0.3630 -0.0241 0.12
F -1.4464 0.5398 7.3316 0.12
F -2.8461 -0.5398 6.0773 0.13
F -3.5369 1.5067 1.6077 0.13
F -3.5884 -0.6583 1.6611 0.13
F -2.7785 1.6243 6.0097 0.13
O -0.5973 -0.8641 1.7058 -0.30
O 0.0315 1.6496 4.9923 -0.29
O -0.5510 1.5804 1.6358 -0.30
O 0.8715 -0.9952 -3.8236 -0.24
O -0.0484 -0.8062 5.0663 -0.29
O 3.7226 -1.4765 -2.9402 -0.46
N -1.7034 0.4338 3.5925 -0.31
N 0.5184 0.0838 -1.1047 0.04
C 1.1638 0.3235 -3.4612 -0.71
C -2.0347 0.5205 6.1265 -0.68
C -2.8545 0.3984 1.3040 -0.68
C 0.3471 -1.2088 -5.1199 -0.11
C 1.6514 0.2680 -2.0137 -0.53
H 0.1499 -0.2672 -5.6339 0.07
H -0.5844 -1.7700 -5.0270 0.09
H 2.1921 1.1990 -1.8084 0.10
H 2.1376 -2.0777 -1.1687 0.03
H 0.2440 0.9914 -0.7375 0.07
H 3.1547 0.0900 -4.6696 -0.13
H 1.0572 -1.7981 -5.7030 0.09
H 0.2431 0.9210 -3.4795 0.11
H 3.6496 -0.5417 -0.7214 0.02
H 0.7947 -0.4120 -0.2583 0.04
```

Summary:
- DFT total energy (a.u.) = -2892.66011
- lowest unoccupied orbital energy (eV) = 2.43
- HOMO (hartree) = -0.247
- net charge = -1
- gap between HOMO and LUMO (eV) = 9.16

---

No. 4
DFT (ωB97M-V/def2-TZVPD) results for the molecule C5H10FN in a non-equilibrium geometry.

Geometry as XYZ:
```
17
Properties=species:S:1:pos:R:3:lowdin_charge:R:1
F -3.0468 -0.1898 0.0994 -0.07
N 0.5865 -0.3011 -0.3918 -0.18
C -0.6190 -0.0091 0.3464 -0.34
C 0.9922 1.1229 -0.2420 -0.19
C -1.7856 -0.6360 -0.3738 -0.15
C 1.4807 -1.2968 0.1425 -0.10
C -0.4104 1.5067 0.1031 -0.12
H -1.0188 1.9097 -0.7142 0.11
H -1.6772 -0.4205 -1.4924 0.15
H -0.4983 2.1645 1.0468 0.13
H -1.7179 -1.6717 -0.2767 0.09
H 1.5276 1.6005 -1.1355 0.13
H 2.3902 -1.2271 -0.4205 0.07
H 1.6295 1.2227 0.6661 0.11
H 1.0985 -2.3224 -0.0435 0.09
H 1.6361 -1.2007 1.2533 0.10
H -0.5673 -0.2519 1.4327 0.16
```

Summary:
- DFT total energy (a.u.) = -351.07556
- lowest unoccupied orbital energy (eV) = 1.11
- HOMO (hartree) = -0.332
- net charge = 0
- gap between HOMO and LUMO (eV) = 10.15
- energy above the lowest of the compared OMol25 structures with the same formula, charge and spin (kcal/mol) = 31.5

---

No. 5
DFT (ωB97M-V/def2-TZVPD) results for an isolated ion of composition C5H10FN2 and charge +1 in a non-equilibrium geometry.

Geometry as XYZ:
```
18
Properties=species:S:1:pos:R:3:lowdin_charge:R:1
F -1.9806 1.2764 1.1269 0.09
N 2.0461 -0.3914 0.3707 0.01
N 0.5555 1.3687 -0.2977 0.07
C -1.9257 -0.9179 0.4075 -0.02
C 1.5957 0.8629 0.5885 0.03
C -0.5933 0.8603 -0.9011 -0.20
C -1.6093 0.5071 0.1103 -0.29
C 1.5755 -1.3512 -0.3847 0.11
H -3.0961 -0.9254 0.2928 0.14
H 1.0194 -1.0925 -1.1782 0.04
H -1.4331 -1.5268 -0.2933 0.05
H -1.1331 1.7609 -1.4992 0.20
H 2.6767 -0.7180 1.1067 0.18
H -1.7782 -1.2627 1.3993 0.07
H 2.1004 -2.3426 -0.2476 0.14
H -0.6154 0.0550 -1.6123 0.11
H 1.9382 1.4999 1.3719 0.14
H 0.6571 2.3373 -0.3604 0.12
```

Summary:
- DFT total energy (a.u.) = -405.46878
- lowest unoccupied orbital energy (spin up / spin down) (eV) = -5.76 / -3.99
- HOMO (spin up / spin down) (hartree) = -0.415 / -0.473
- net charge = +1
- gap between HOMO and LUMO (spin up / spin down) (eV) = 5.54 / 8.89
- energy above the lowest of the compared OMol25 structures with the same formula, charge and spin (kcal/mol) = 120.6

---

No. 6
DFT (ωB97M-V/def2-TZVPD) results for an isolated ion of composition C5H10FN2 and charge +1 in a non-equilibrium geometry.

Geometry as XYZ:
```
18
Properties=species:S:1:pos:R:3:lowdin_charge:R:1
F 3.4129 0.3732 0.5528 0.12
N -0.0655 0.4267 -0.1935 -0.13
N 2.1424 -1.4569 -0.0024 0.31
C -0.4858 -0.9249 0.0427 -0.11
C -1.1023 -1.6882 -1.0057 -0.04
C -1.0953 1.3538 0.4384 0.04
C 1.1883 0.7773 0.4517 -0.06
C 2.2810 -0.2660 0.2857 -0.45
H -2.2161 -1.4341 -0.9581 0.14
H 1.5388 1.7254 0.1963 0.14
H -1.5980 0.9965 1.3372 0.13
H -1.8490 1.4357 -0.3403 0.12
H -0.7293 -2.6562 -0.8686 0.09
H 0.8419 0.8580 1.4647 0.14
H -0.5430 -1.2677 1.1077 0.17
H -0.8304 2.3268 0.6333 0.08
H -0.0348 0.6605 -1.2091 0.22
H -0.8556 -1.2398 -1.9326 0.08
```

Summary:
- DFT total energy (a.u.) = -405.46221
- lowest unoccupied orbital energy (spin up / spin down) (eV) = -4.64 / -5.56
- HOMO (spin up / spin down) (hartree) = -0.557 / -0.492
- net charge = +1
- gap between HOMO and LUMO (spin up / spin down) (eV) = 10.53 / 7.83
- energy above the lowest of the compared OMol25 structures with the same formula, charge and spin (kcal/mol) = 124.8

---

No. 7
DFT (ωB97M-V/def2-TZVPD) results for an isolated ion of composition C5H10FN2 and charge +1 in a non-equilibrium geometry.

Geometry as XYZ:
```
18
Properties=species:S:1:pos:R:3:lowdin_charge:R:1
F 3.6672 -0.5157 -0.7492 0.05
N 2.0568 0.6719 0.3999 0.10
N -1.2242 0.0010 0.4466 -0.12
C -2.4130 -0.5118 -0.1767 -0.04
C 3.2257 0.3105 0.2538 -0.14
C -0.4616 1.2217 -0.1322 0.03
C 0.0361 -0.9162 0.1249 0.01
C 0.8880 0.3168 -0.3015 -0.26
H -1.0014 1.6517 -0.9940 0.14
H 1.0999 0.1422 -1.4588 0.19
H -3.3033 -0.1124 0.3606 0.12
H -0.3925 1.9438 0.6098 0.10
H 0.2716 -1.3435 1.0674 0.12
H -1.4213 0.1939 1.4711 0.21
H 3.9471 0.7121 0.8637 0.11
H -0.1254 -1.7354 -0.5882 0.14
H -2.4796 -0.4776 -1.3126 0.15
H -2.3701 -1.5529 0.1151 0.10
```

Summary:
- DFT total energy (a.u.) = -405.56249
- lowest unoccupied orbital energy (eV) = -3.35
- HOMO (hartree) = -0.523
- net charge = +1
- gap between HOMO and LUMO (eV) = 10.88
- energy above the lowest of the compared OMol25 structures with the same formula, charge and spin (kcal/mol) = 61.8

---

No. 8
DFT (ωB97M-V/def2-TZVPD) results for a 2-piece molecular cluster, C5H10FN2O overall in a non-equilibrium geometry.

Geometry as XYZ:
```
19
Properties=species:S:1:pos:R:3:lowdin_charge:R:1
F 3.8399 -0.5250 0.6978 -0.28
O 1.7695 -0.8731 1.8841 -0.09
N -0.4190 -0.7581 1.7426 0.02
N 0.7393 -0.4004 1.4299 -0.27
C 0.9701 1.1106 0.0758 -0.03
C 0.5994 0.3315 -1.1628 -0.34
C -1.6742 -0.4380 -0.3139 -0.23
C -1.4649 0.0583 1.1461 -0.26
C -0.9677 0.4800 -1.3759 -0.24
H -1.1735 1.5013 -1.3564 0.06
H -1.3631 -1.4555 -0.4275 0.08
H -1.2852 1.1428 1.0364 0.09
H -1.2546 0.2219 -2.3938 0.08
H 2.0606 0.9992 0.1133 -0.02
H 2.8979 -0.5636 1.1680 0.00
H -2.5428 -0.1585 1.4984 0.11
H 1.1399 0.6453 -2.1055 0.10
H 0.9309 -0.7641 -1.0332 0.11
H -2.8025 -0.5546 -0.6232 0.11
```

Summary:
- DFT total energy (a.u.) = -480.98157
- lowest unoccupied orbital energy (eV) = 3.96
- HOMO (hartree) = -0.126
- net charge = -1
- gap between HOMO and LUMO (eV) = 7.39

---

No. 9
DFT (ωB97M-V/def2-TZVPD) results for a 2-piece molecular cluster, C5H10FNSi overall in a non-equilibrium geometry.

Geometry as XYZ:
```
18
Properties=species:S:1:pos:R:3:lowdin_spin:R:1
Si 1.6185 -0.1808 0.1675 0.08
F 2.6912 -0.9108 -0.7203 0.02
N -3.3028 0.5762 -0.3276 0.29
C -1.5272 -0.0609 1.3226 0.58
C -0.1246 -1.0373 -0.0488 0.68
C 1.7871 1.7554 0.1570 0.00
C -0.6652 -0.9841 -1.4256 0.09
C -2.5285 0.4387 0.5141 0.11
H 1.5456 2.1468 -0.9223 0.00
H 1.8455 -0.7360 1.4569 0.00
H -1.0918 0.7331 1.9654 0.02
H -0.2403 -1.9764 0.3555 0.03
H 1.1934 2.1144 0.9879 0.00
H 0.2482 -1.0918 -2.2015 0.05
H 2.8830 2.0543 0.2571 0.00
H -1.1910 -0.0211 -1.6122 0.02
H -1.7902 -1.0220 1.7282 0.03
H -1.3510 -1.7976 -1.6539 0.00
```

Summary:
- DFT total energy (a.u.) = -640.46616
- 2S+1 = 3
- lowest unoccupied orbital energy (spin up / spin down) (eV) = 0.67 / -2.81
- HOMO (spin up / spin down) (hartree) = -0.238 / -0.387
- net charge = 0
- gap between HOMO and LUMO (spin up / spin down) (eV) = 7.15 / 7.71
- energy above the lowest of the compared OMol25 structures with the same formula, charge and spin (kcal/mol) = 27.1

---

No. 10
DFT (ωB97M-V/def2-TZVPD) results for C5H10FeO2 as an isolated structure in a non-equilibrium geometry.

Geometry as XYZ:
```
18
Properties=species:S:1:pos:R:3:lowdin_spin:R:1
Fe -1.1340 1.4973 -0.4253 4.05
O -0.7869 -0.5985 -1.3704 0.09
O -1.1719 1.0475 1.4018 0.34
C -0.2152 0.4452 2.0596 0.23
C 0.8370 1.3392 2.5081 0.52
C -1.1643 -1.9654 -1.3907 0.01
C 0.7490 1.1064 -1.3733 0.48
C 0.5573 -0.3061 -1.0373 0.12
H 1.2695 -1.0473 -1.4151 0.02
H -0.5559 -0.2658 2.8338 0.01
H 1.3750 1.1245 3.4323 0.02
H -0.5583 -2.5005 -2.1352 0.00
H 1.5399 1.5993 -0.7941 0.03
H 0.6676 -0.5291 0.3942 0.02
H 0.7090 1.3707 -2.4371 0.04
H 1.1257 2.1029 1.7793 0.02
H -2.2321 -1.9969 -1.6280 0.00
H -1.0113 -2.4235 -0.4026 0.00
```

Summary:
- DFT total energy (a.u.) = -1609.76789
- 2S+1 = 7
- lowest unoccupied orbital energy (spin up / spin down) (eV) = -9.41 / -12.07
- HOMO (spin up / spin down) (hartree) = -0.678 / -0.694
- net charge = +2
- gap between HOMO and LUMO (spin up / spin down) (eV) = 9.04 / 6.83

---

No. 11
DFT (ωB97M-V/def2-TZVPD) results for C5H10HfOP as an isolated structure in a non-equilibrium geometry.

Geometry as XYZ:
```
18
Properties=species:S:1:pos:R:3:lowdin_charge:R:1
Hf -0.0222 -0.0411 0.3718 1.22
P -0.8803 2.2954 1.2950 0.70
O 1.7077 -0.3119 1.6386 -0.12
C -0.8424 -2.0402 -0.8276 -0.24
C -0.9174 -0.8910 -1.6938 -0.23
C 0.0584 0.1749 -1.8509 -0.39
C 1.3056 0.2641 -1.2172 -0.17
C -0.4347 -2.0544 0.4995 -0.20
H 2.6085 -0.0399 1.3558 0.12
H -0.3355 0.9105 -2.5827 0.12
H -0.0053 2.7684 2.3267 -0.08
H -1.7457 -0.8689 -2.4369 0.12
H 2.2180 0.7742 -1.5317 0.04
H -0.8618 3.4973 0.5199 -0.07
H -2.0721 2.5472 2.0259 -0.09
H -0.4770 -2.9000 1.1750 0.04
H 1.8106 -1.0985 2.2236 0.13
H -1.1144 -2.9863 -1.2910 0.12
```

Summary:
- DFT total energy (a.u.) = -660.71793
- lowest unoccupied orbital energy (spin up / spin down) (eV) = -4.17 / -4.17
- HOMO (spin up / spin down) (hartree) = -0.394 / -0.394
- net charge = +1
- gap between HOMO and LUMO (spin up / spin down) (eV) = 6.56 / 6.56
- energy above the lowest of the compared OMol25 structures with the same formula, charge and spin (kcal/mol) = 15.9

---

No. 12
DFT (ωB97M-V/def2-TZVPD) results for an isolated ion of composition C5H10IN2 and charge +1 in a non-equilibrium geometry.

Geometry as XYZ:
```
18
Properties=species:S:1:pos:R:3:lowdin_charge:R:1
I 0.8903 -0.5058 -4.0375 0.92
N 0.7022 0.7990 0.1664 0.09
N -0.5984 -0.9246 -1.4942 0.17
C 1.3273 0.4352 -1.1600 -0.17
C -1.6634 0.6218 0.7762 -0.05
C 0.4084 -0.4401 -1.9601 -0.91
C -0.0560 -1.2141 1.4755 -0.02
C -0.3998 -0.1023 0.5951 -0.35
H 1.5498 1.2781 -1.7822 0.10
H -1.7959 1.4317 -0.0233 0.12
H 1.5795 0.5975 0.7653 0.22
H 2.2682 -0.0229 -0.8802 0.13
H -0.1019 -0.9280 2.4905 0.10
H 0.7126 -1.8177 1.1401 0.08
H -2.2784 -0.3294 0.6523 0.13
H -1.9636 1.3238 1.6494 0.14
H -0.8788 -1.9574 1.3655 0.13
H 0.2981 1.7551 0.2611 0.19
```

Summary:
- DFT total energy (a.u.) = -603.32771
- lowest unoccupied orbital energy (spin up / spin down) (eV) = -4.94 / -5.04
- HOMO (spin up / spin down) (hartree) = -0.477 / -0.474
- net charge = +1
- gap between HOMO and LUMO (spin up / spin down) (eV) = 8.04 / 7.87
- energy above the lowest of the compared OMol25 structures with the same formula, charge and spin (kcal/mol) = 90.6